C5H33N2O11 | the ωB97M-V functional and the def2-TZVPD basis

Each line ends with the Mulliken charge.
Positions of all 51 atoms, in Å:
1 N -0.211 0.205 0.300  -0.059
2 C -1.122 0.823 -0.735  0.297
3 C -2.484 0.177 -0.696  -1.421
4 C -0.440 0.528 -2.062  0.482
5 N -0.705 1.400 -3.050  0.209
6 C -0.106 1.118 -4.362  -1.125
7 C -1.395 2.676 -2.875  -1.057
8 O 0.214 -0.497 -2.231  -0.712
9 H 0.185 -0.654 -0.057  0.339
10 H -0.657 0.057 1.203  0.250
11 H 0.568 0.912 0.567  0.261
12 H -1.248 1.842 -0.397  0.427
13 H -3.229 0.274 0.067  0.430
14 H -2.413 -0.918 -0.819  0.263
15 H -3.011 0.616 -1.574  0.309
16 H 0.233 0.113 -4.445  0.326
17 H 0.760 1.778 -4.513  0.382
18 H -0.806 1.431 -5.170  0.404
19 H -2.462 2.531 -2.884  0.321
20 H -1.027 3.377 -3.654  0.418
21 H -1.158 3.308 -2.016  0.365
22 H -3.450 -2.050 3.173  0.275
23 H -1.921 -2.371 2.437  0.476
24 O -2.628 -1.785 2.778  -0.657
25 H -1.387 -1.291 4.035  0.183
26 H -1.460 -0.620 5.104  0.312
27 O -0.985 -0.418 4.259  -0.541
28 H 2.750 0.545 -2.470  0.274
29 H 3.956 1.180 -1.814  0.287
30 O 3.268 0.524 -1.653  -0.540
31 H 4.007 -0.684 1.127  0.273
32 H 4.171 0.627 1.655  0.310
33 O 3.503 -0.078 1.694  -0.594
34 H -0.901 -4.328 -1.649  0.283
35 H -0.665 -2.876 -1.820  0.264
36 O -0.836 -3.522 -1.120  -0.544
37 H -1.139 2.109 3.861  0.295
38 H -0.068 3.267 3.794  0.303
39 O -0.581 2.635 3.282  -0.617
40 H 2.085 0.213 3.454  0.246
41 H 0.763 0.604 4.102  0.294
42 O 1.426 0.920 3.476  -0.508
43 H 1.557 -2.989 -3.254  0.294
44 H 2.606 -2.739 -2.133  0.310
45 O 2.301 -3.377 -2.787  -0.603
46 H -0.219 -3.326 1.064  0.283
47 H -0.199 -3.918 2.535  0.267
48 O -0.332 -3.132 2.002  -0.627
49 H 1.347 2.088 2.136  0.389
50 H 2.187 1.608 0.993  0.210
51 O 1.354 2.087 1.143  -0.706

Summary:
HOMO-LUMO gap	10.58	eV
relative energy (zero: lowest compared OMol25 entry of this formula, charge and spin)	207.0	kJ/mol
net charge	+1
electronic energy	-1147.23669	hartree